{
  "formula": "C23H43ClN2O6PS2",
  "method": "the ωB97M-V functional and the def2-TZVPD basis",
  "lumo_energy_ha": -0.18546,
  "energy_ev": -83271.9955,
  "charge": 1,
  "symbols": ["C", "C", "C", "C", "C", "S", "C", "O", "O", "N", "O", "C", "C", "C", "C", "C", "C", "C", "C", "C", "C", "N", "C", "C", "C", "P", "O", "Cl", "H", "H", "H", "H", "H", "H", "H", "H", "H", "H", "H", "H", "H", "H", "H", "H", "H", "H", "H", "H", "H", "H", "H", "H", "H", "H", "H", "H", "H", "H", "H", "H", "H", "H", "H", "C", "C", "C", "S", "O", "O", "C", "H", "H", "H", "H", "H", "H", "H", "H"],
  "positions_angstrom": [[1.65946, -2.13741, -2.68927], [0.37795, -1.74989, -3.18596], [-1.27028, -1.47298, -3.12661], [-1.66131, -0.32297, -1.99342], [-0.70026, 0.94131, -2.51155], [-0.93406, 1.92789, -4.09967], [-2.70649, 1.69118, -4.76299], [0.13139, 1.42237, -5.13423], [-0.62003, 3.43994, -3.82179], [0.24228, 1.05018, -1.51014], [1.26266, 1.92902, -1.51004], [2.22015, 1.66736, -2.59546], [3.73295, 2.14642, -2.06544], [4.25401, 1.20839, -0.82847], [4.80488, 2.38178, -3.27734], [5.74978, 1.10295, -3.65748], [7.09325, 0.94636, -2.67316], [4.93633, -0.32374, -3.85522], [0.12756, 0.10097, -0.30161], [0.23965, 1.11891, 0.99926], [-1.33766, -0.68467, -0.39274], [-1.35215, -2.19652, -0.43349], [-0.96004, -2.82604, 0.88607], [0.62127, -3.31796, 0.95578], [1.45311, -2.40070, 2.04183], [-2.82874, 0.23174, 0.45631], [-4.33924, -0.55734, -0.04358], [-2.70396, 0.09928, 2.58074], [2.78535, -2.27319, -2.33140], [-1.56403, -1.02525, -4.18312], [-1.87965, -2.47135, -3.00623], [-2.78367, -0.04263, -2.20898], [-2.91839, 0.55701, -4.99964], [-2.91600, 2.33627, -5.73285], [-3.42008, 2.12025, -3.91536], [1.92626, 2.39985, -3.48592], [2.20780, 0.57769, -3.02041], [3.53743, 3.22526, -1.59099], [4.86896, 0.26304, -1.13428], [3.28444, 0.80442, -0.26803], [4.88462, 1.78396, -0.01426], [4.20085, 2.66062, -4.26590], [5.49856, 3.32058, -3.05476], [6.21037, 1.34370, -4.73284], [7.26852, 2.03336, -2.21253], [6.94290, 0.16141, -1.81893], [8.08049, 0.72863, -3.30408], [4.10096, -0.49910, -3.05731], [4.46580, -0.44992, -4.92629], [5.76966, -1.17384, -3.77107], [1.08155, -0.58641, -0.13146], [1.30871, 1.64213, 1.08617], [0.05189, 0.58933, 2.02988], [-0.57259, 1.98777, 0.92015], [-2.32283, -2.47082, -0.72675], [-1.13168, -2.14161, 1.82090], [-1.59912, -3.83015, 0.97916], [0.65148, -4.42925, 1.37924], [1.12928, -3.37783, -0.10934], [2.48337, -2.05281, 1.56561], [1.66789, -3.03492, 3.00459], [0.89089, -1.42670, 2.37249], [-4.29686, -1.45795, 0.41075], [-5.81859, 0.96084, 6.99568], [-5.66246, 0.49171, 5.54994], [-4.42926, -0.40815, 5.49041], [-4.26230, -1.13507, 7.11379], [-3.04132, -0.64220, 7.71582], [-4.57394, -2.54842, 7.03778], [-5.64093, -0.28257, 7.85423], [-6.79085, 1.43197, 7.16702], [-5.03937, 1.69520, 7.23226], [-6.55066, -0.07963, 5.25398], [-5.56952, 1.33511, 4.85861], [-4.54553, -1.20129, 4.74749], [-3.52332, 0.16765, 5.28209], [-5.42249, -0.05558, 8.89910], [-6.51507, -0.93692, 7.78531]]
}